A | {
  "formula": "H31O16",
  "method": "ωB97M-V/def2-TZVPD",
  "mol_weight_g_mol": 287.2,
  "total_charge": -1,
  "symbols": ["O", "H", "H", "O", "H", "H", "O", "H", "H", "O", "H", "H", "O", "H", "H", "O", "H", "H", "O", "H", "H", "O", "H", "H", "O", "H", "O", "H", "H", "O", "H", "H", "O", "H", "H", "O", "H", "H", "O", "H", "H", "O", "H", "H", "O", "H", "H"],
  "positions_angstrom": [[-1.07682, 2.73889, -0.61053], [-3.21167, 0.25597, 3.31966], [3.49041, 0.47579, 1.75580], [1.83232, -2.59319, 5.30844], [-0.74268, 1.83621, -0.59872], [-0.29346, 3.21048, -0.30483], [-1.48753, -1.85557, 0.16852], [0.92361, -2.37348, 5.07733], [2.32405, -0.61819, 1.90092], [2.74275, 0.60268, 1.16359], [0.75510, 1.08526, 3.19666], [2.28430, -1.89356, 4.81708], [0.24465, 0.29667, 3.39860], [-1.52466, -0.40290, -2.77102], [-0.43587, 0.64202, 5.88148], [4.99109, 0.39636, -0.32394], [4.03291, 0.38973, -0.18933], [5.44048, 1.01168, 0.23243], [-2.61164, 0.32385, -1.31421], [-3.50339, 0.58682, -1.08327], [-1.96668, 1.00508, -1.09482], [-0.21201, 3.15902, -4.17001], [0.27476, 2.33149, -4.07365], [-0.59771, -1.93088, 0.53972], [-0.76454, 0.45598, -5.55480], [-1.70060, 0.39311, -5.75224], [-2.80373, -1.89003, -5.26690], [-3.18449, -1.86112, -4.38331], [-1.87110, -1.94840, -5.00681], [2.16154, -1.62558, 2.16153], [-1.57802, -1.03189, -0.31705], [0.83479, -0.46449, 3.36406], [-1.21315, 1.16405, 6.06366], [1.70092, 0.92486, -1.19653], [-1.86974, 1.26005, 5.38178], [1.06813, -1.26643, -0.06438], [1.02842, -1.93421, -0.75091], [1.93935, -1.13186, 0.37075], [-3.96802, 0.04447, 2.77300], [-0.00555, -0.81283, -2.63663], [-3.52728, -0.17079, 1.94046], [-0.80885, -0.92602, -3.16333], [-0.71202, 0.30324, -4.60100], [-0.61696, 3.22486, -3.29909], [0.91033, 0.62863, -1.67846], [2.84595, -2.28424, 2.26156], [0.46229, 0.26844, -0.87127]]
}

***

B | {
  "formula": "H31O16",
  "method": "ωB97M-V/def2-TZVPD",
  "mol_weight_g_mol": 287.2,
  "total_charge": -1,
  "symbols": ["O", "H", "H", "O", "H", "H", "O", "H", "H", "O", "H", "H", "O", "H", "H", "O", "H", "H", "O", "H", "H", "O", "H", "H", "O", "H", "O", "H", "H", "O", "H", "H", "O", "H", "H", "O", "H", "H", "O", "H", "H", "O", "H", "H", "O", "H", "H"],
  "positions_angstrom": [[0.76562, -1.69877, -1.92069], [1.29423, -2.40730, -2.24564], [-0.31510, -2.44189, -0.60665], [-0.64713, 5.75202, 2.25629], [-0.76962, 5.40650, 1.45330], [1.51557, -0.47622, -0.77313], [3.33987, -3.34653, -1.75051], [2.81816, -2.55414, -1.71152], [2.85016, -3.83627, -0.89500], [1.41407, 3.66991, -2.16454], [1.06140, 3.94625, -1.17665], [1.95955, 2.95272, -1.94536], [-0.85190, -0.86137, 3.03158], [-0.27154, -1.41446, 2.54566], [-0.98039, -1.62041, 4.66778], [-3.15841, -0.27701, 3.71188], [-3.15387, 0.13143, 4.54278], [-2.68370, -1.01452, 3.72754], [-2.44435, 2.43041, -4.08916], [-1.97496, 2.57553, -3.34794], [-2.12670, 1.66173, -4.52286], [1.74417, -2.36215, 1.54395], [1.37777, -3.13553, 1.10151], [2.21869, -2.66947, 2.35438], [2.03886, 0.08661, -0.16105], [2.48968, 0.78017, -0.46229], [-0.77049, 2.01290, 0.07243], [-1.20776, 1.77419, -0.64924], [0.03248, 1.41495, -0.01853], [-0.67619, -3.18803, -0.25547], [-1.01718, -3.87458, -0.91957], [-1.22824, -0.46808, 2.38513], [-1.08663, -1.84527, 5.62987], [-2.52315, 0.14612, -2.19757], [-0.45435, -1.44068, 6.16736], [1.49575, 0.65086, -2.78620], [1.06271, -0.16199, -2.55586], [0.89527, 1.40380, -2.59786], [1.06897, 2.49488, 2.00489], [1.62398, 1.91353, 1.37850], [0.99990, 1.97701, 2.83620], [-1.33158, -2.58409, -3.11698], [-1.40766, -2.93904, -4.02110], [-0.31308, -2.22197, -2.67199], [-1.74062, 0.56733, -2.28668], [0.14016, 5.30304, 2.73250], [-1.07241, -0.21212, -2.29352]]
}

***

Which one sits at the bottom of the stability order? B does.

***

A | {
  "formula": "C3H5N4",
  "method": "ωB97M-V/def2-TZVPD",
  "mol_weight_g_mol": 97.1,
  "total_charge": 1,
  "symbols": ["C", "C", "C", "N", "N", "N", "N", "H", "H", "H", "H", "H"],
  "positions_angstrom": [[-0.22988, 0.21227, 0.30898], [1.84305, -1.16405, -1.20954], [-1.44488, 0.68596, 0.97727], [0.09619, 0.41553, -1.15973], [0.76256, -0.55252, 0.72294], [1.66592, -1.14128, 0.20005], [0.88338, -0.03245, -1.86834], [2.99610, -0.85941, -1.36133], [1.66298, -2.15649, -1.72940], [-2.42147, 0.52889, 0.39827], [-1.42117, 1.78333, 1.06907], [-1.36021, 0.10775, 1.91316]]
}

***

B | {
  "formula": "C3H5N4",
  "method": "ωB97M-V/def2-TZVPD",
  "mol_weight_g_mol": 97.1,
  "total_charge": 1,
  "symbols": ["C", "C", "C", "N", "N", "N", "N", "H", "H", "H", "H", "H"],
  "positions_angstrom": [[0.76301, 0.28866, -0.20586], [-2.42328, -1.06071, 0.15660], [2.22336, 0.24369, 0.03502], [-0.16077, -0.53812, 0.10690], [0.20514, 1.60489, -0.68268], [-0.92199, 1.73985, -0.60250], [-1.44928, -0.22735, 0.09205], [-3.50701, -0.81589, 0.12570], [-2.35031, -2.10734, 0.54721], [2.39842, 1.16340, 0.62746], [2.75817, 0.29417, -0.91191], [2.46453, -0.58524, 0.71201]]
}

***

Which one sits at the bottom of the stability order? A does.

***

A | {
  "formula": "C8H14N2O",
  "method": "ωB97M-V/def2-TZVPD",
  "mol_weight_g_mol": 154.2,
  "symbols": ["C", "C", "C", "C", "C", "C", "C", "C", "N", "N", "O", "H", "H", "H", "H", "H", "H", "H", "H", "H", "H", "H", "H", "H", "H"],
  "positions_angstrom": [[3.38118, 0.12323, -0.12580], [2.83153, -1.21703, 0.31571], [1.35838, -1.01517, 0.38826], [0.11892, 0.94952, -0.22558], [-2.13528, 1.60770, -0.60716], [-1.70896, -0.03342, 1.24910], [-1.58635, -0.77709, -1.10357], [-1.34663, 0.43259, -0.16601], [2.34368, 1.01335, -0.16101], [1.25597, 0.41022, 0.01849], [4.52133, 0.34221, -0.46433], [3.26890, -1.89352, -0.38324], [3.31805, -1.37000, 1.37255], [0.85429, -1.47889, -0.40561], [0.89562, -1.27984, 1.41091], [0.21484, 2.08947, -0.36313], [-1.95925, 2.48916, 0.15691], [-3.26214, 1.25155, -0.56802], [-1.70251, 1.93379, -1.50406], [-1.83915, 0.75190, 1.95652], [-2.77078, -0.52461, 1.16699], [-0.99105, -0.79121, 1.80169], [-1.26194, -1.70542, -0.55893], [-1.02758, -0.48247, -2.05557], [-2.77108, -0.82600, -1.14511]]
}

***

B | {
  "formula": "C8H14N2O",
  "method": "ωB97M-V/def2-TZVPD",
  "mol_weight_g_mol": 154.2,
  "symbols": ["C", "C", "C", "C", "C", "C", "C", "C", "N", "N", "O", "H", "H", "H", "H", "H", "H", "H", "H", "H", "H", "H", "H", "H", "H"],
  "positions_angstrom": [[-3.27926, 0.07998, 0.68902], [-2.07691, 0.71502, 0.83059], [-2.01188, -0.67630, -0.84100], [0.45752, 1.97584, -0.77569], [0.57302, -1.53609, 0.87704], [2.48460, -0.58595, -0.59830], [0.16344, 0.55620, -0.40017], [1.22249, -0.31767, 0.24485], [-3.18370, -0.82243, -0.32144], [-1.23986, 0.25964, -0.20273], [1.71073, 0.47174, 1.33469], [-4.24019, 0.13308, 1.20004], [-1.84691, 1.41898, 1.67859], [-1.46361, -1.22229, -1.57516], [0.55349, 2.17414, -1.80007], [-0.31656, 2.70783, -0.37116], [1.50301, 2.29384, -0.53831], [0.28683, -2.41290, 0.17108], [-0.20395, -1.10614, 1.48549], [1.30732, -2.02948, 1.60182], [3.11804, 0.36072, -0.59709], [2.04882, -0.77601, -1.68480], [2.99668, -1.47003, -0.14010], [0.18932, -0.45916, -2.41937], [1.24754, 0.26748, 2.15218]]
}

***

Which one sits at the bottom of the stability order? B does.

***

A | {
  "formula": "C4H7O3S",
  "method": "ωB97M-V/def2-TZVPD",
  "mol_weight_g_mol": 135.2,
  "total_charge": -1,
  "symbols": ["C", "C", "C", "C", "O", "O", "O", "S", "H", "H", "H", "H", "H", "H", "H"],
  "positions_angstrom": [[1.42085, 0.80069, 0.30609], [-1.33599, -0.21298, 1.23276], [0.49203, 0.70282, -0.73428], [-0.91851, -0.84342, -0.03148], [2.55745, 0.00253, 0.32009], [1.13458, 1.50231, 1.25627], [0.69974, 0.30984, -2.07031], [-1.72911, -0.98173, -1.56872], [-0.70713, -0.60202, 2.09094], [-2.35959, -0.47644, 1.55303], [-0.99209, 0.82300, 1.19712], [-0.31745, 1.51660, -0.65224], [-0.13526, -1.65617, -0.07234], [-0.19049, -0.18180, -2.44574], [2.38095, -0.70323, -0.38118]]
}

***

B | {
  "formula": "C4H7O3S",
  "method": "ωB97M-V/def2-TZVPD",
  "mol_weight_g_mol": 135.2,
  "total_charge": -1,
  "symbols": ["C", "C", "C", "C", "O", "O", "O", "S", "H", "H", "H", "H", "H", "H", "H"],
  "positions_angstrom": [[0.38990, 2.03387, 1.09405], [-0.42475, -1.15272, -0.39344], [1.13116, 1.75621, 0.07230], [0.80972, -1.56194, 0.43968], [0.16138, 1.18869, 2.13430], [-0.25216, 3.23207, 1.43052], [0.70353, -1.33376, 1.66882], [2.23604, -2.00426, -0.35915], [-1.30683, -1.42289, 0.06630], [-0.57307, -1.73649, -1.33197], [-0.37181, -0.08592, -0.45942], [1.44126, 0.74018, 0.01654], [1.12486, 2.41212, -0.78460], [0.57040, 0.32991, 1.85925], [-0.98814, 2.82895, 1.98590]]
}

***

Which one sits at the bottom of the stability order? A does.